A cluster of 4 separate species, C4H14O4 in total in a non-equilibrium geometry. Source: the OMol25 dataset; level of theory: ωB97M-V/def2-TZVPD.

Cartesian coordinates (Å):
C 1.354206 2.130392 2.944810
C 0.930017 2.014420 1.517585
C 0.434443 0.888959 0.994728
C 0.139530 0.813168 -0.468600
O 1.214332 1.088341 -1.351639
H 0.596499 1.804461 3.727927
H 2.394430 1.666981 3.153938
H 1.454943 3.216875 3.071707
H 1.112151 2.873356 0.965037
H 0.277228 -0.068010 1.536712
H -0.590091 1.658205 -0.708259
H -0.134994 -0.181802 -0.770492
H 1.994619 1.194904 -0.881929
O -3.643984 -0.529732 -0.108634
H -4.212500 0.097726 0.125431
H -3.000366 -0.338660 -0.751810
O -0.928410 -2.015051 -1.587259
H -0.820696 -2.221004 -2.449808
H -1.412623 -2.658197 -1.160416
O 1.272244 -3.134238 -1.185766
H 0.644589 -3.225520 -0.528748
H 1.234183 -2.175502 -1.394049

Atomic forces in eV per Å
C 0.7 0.4 1.3
C -0.4 -3.1 1.6
C 0.5 0.0 -0.3
C -0.7 1.4 -0.6
O -1.1 0.0 -1.6
H 1.0 0.0 -1.1
H -1.8 0.6 -0.3
H 0.3 -0.2 0.6
H 0.1 1.3 -1.4
H 0.2 1.0 0.1
H 0.2 -1.5 0.2
H -1.1 0.0 0.2
H 2.3 0.3 1.5
O 2.4 -5.5 0.2
H -3.1 4.4 0.9
H 0.8 1.0 -1.1
O 0.1 3.9 2.9
H 0.4 -1.3 -4.2
H -1.7 -2.2 1.1
O 2.8 0.9 -2.1
H -1.9 -0.3 2.0
H 0.1 -1.0 0.2

Values from the calculation:
* relative energy (zero: lowest compared OMol25 entry of this formula, charge and spin): 237.8 kJ/mol
* orbital gap: 10.01 eV
* total charge: 0
* E_tot: -12562.5634 eV
* LUMO level: 0.021 Eh